Molecular formula: C16H30BCl2NO13P
Method: DFT, wB97M-V/def2-TZVPD

The total energy comes out at -2946.68166 a.u. Its frontier orbital gap is 7.336 eV. As for the net charge: -1. The spin multiplicity is 1. The calculation puts the lowest unoccupied orbital energy at 1.290 eV.

The geometry in XYZ format:
```
64
Properties=species:S:1:pos:R:3:mulliken_charge:R:1
O 0.429 1.027 2.318 -0.636
H -1.903 3.602 0.056 0.323
H -1.554 -1.310 -2.522 0.166
H -0.734 0.825 -2.272 0.265
C -2.267 0.124 0.406 -0.045
C 4.806 -0.647 3.048 -0.404
C 4.805 0.342 1.700 -0.390
H -1.947 3.475 -2.400 0.458
C -2.371 -1.291 -0.390 -0.600
H 4.317 -1.687 2.730 0.248
H 3.346 -1.006 4.773 0.236
O 0.965 -4.240 -2.594 -0.638
H -0.535 -1.389 2.477 0.339
C 3.954 -0.479 0.554 -0.433
Cl -0.936 -2.461 -0.117 -0.119
O -0.391 -6.051 -1.896 -0.669
C -1.166 1.261 0.037 1.291
H 4.085 -0.476 -1.824 0.345
O -4.612 5.466 -1.682 -0.395
O -1.422 -1.423 2.941 -0.540
O -4.888 0.313 -0.333 -0.537
H -2.059 1.010 4.025 0.321
H 4.790 1.036 -0.931 0.293
O -1.152 -4.589 -3.596 -0.641
H 2.579 1.486 -2.326 0.288
B -0.118 1.843 1.176 0.832
P -2.588 -0.321 2.276 1.145
C -3.737 0.853 0.074 0.126
H 3.009 0.649 3.935 0.122
C 2.522 1.124 -1.190 -0.499
C -0.204 1.147 -1.280 -1.095
O -3.992 3.511 -1.791 -0.137
H 1.184 -0.493 -2.079 0.310
H 5.908 -0.926 3.394 0.317
C -3.425 -2.609 -2.419 -0.892
H 4.212 1.321 2.030 0.170
Cl 0.012 -5.242 -3.030 1.657
H 5.908 0.616 1.377 0.303
C -2.600 -1.214 -2.003 0.172
H -3.265 -0.337 -2.391 0.046
H 1.125 -0.517 -0.196 -0.217
O -2.739 1.136 3.281 -0.554
C 1.126 0.207 -1.113 -0.158
O -3.422 2.249 0.415 -0.442
H 4.524 0.414 5.164 0.263
O -4.021 -1.048 2.429 -0.707
O 0.627 -6.090 -4.034 -0.694
H -3.320 -1.864 0.054 0.781
H 0.959 0.310 1.834 0.242
H 2.404 2.086 -0.530 0.222
H -3.052 -3.060 -3.435 0.244
O 0.437 3.243 1.133 -0.742
H 4.534 -1.510 0.400 0.290
C -2.145 2.525 -0.323 -0.631
C 3.886 0.258 -0.909 -0.721
H 0.203 2.252 -1.483 0.545
H 2.918 -0.753 1.024 0.103
C -2.697 2.755 -1.845 -0.290
N -3.585 4.817 -1.888 0.068
H -2.799 1.790 -2.497 0.195
H -4.587 -2.340 -2.424 0.278
H 0.070 3.747 1.917 0.336
H -3.301 -3.377 -1.514 0.246
C 3.889 -0.068 4.278 -0.757
```

---

Molecular formula: C16H30Br10NO7P
Method: DFT, wB97M-V/def2-TZVPD

The total energy comes out at -27290.40169 a.u. Its frontier orbital gap is 8.389 eV. The spin multiplicity is 1. The calculation puts the lowest unoccupied orbital energy at -0.250 eV.

The geometry in XYZ format:
```
65
Properties=species:S:1:pos:R:3:mulliken_charge:R:1
H 2.780 -4.134 -3.550 0.238
O 0.971 0.124 0.614 -0.569
C -7.624 -0.392 1.535 -0.595
C 0.046 3.727 0.474 -0.267
H 1.025 4.134 0.722 0.426
Br 8.829 4.775 2.548 -0.144
Br -4.761 -1.670 -2.486 -0.128
C 3.410 -3.171 -3.618 -0.929
O 1.145 -0.566 -3.849 -0.639
H -5.480 0.401 -1.294 0.073
C -1.473 -1.509 -2.379 -0.089
C -4.922 1.084 -3.292 -0.628
C 3.075 -2.906 -0.648 -0.717
O 0.098 -1.766 -0.593 -0.366
C -1.080 4.359 1.254 -0.590
H 4.197 -3.087 -0.459 0.357
H -8.042 -0.521 0.538 0.351
H 5.555 2.849 2.006 0.236
H -8.414 -0.072 2.217 0.355
Br -5.814 -2.447 0.694 -0.100
Br 3.474 1.390 3.978 -0.083
C 2.970 -1.358 4.619 -0.588
Br -3.182 1.672 -2.640 -0.098
H -5.521 1.994 -3.363 0.376
P 2.974 -1.928 -2.263 -0.090
Br -0.201 3.966 -1.445 -0.143
H 6.063 4.495 1.563 0.379
H -2.064 4.154 0.833 0.362
H -1.886 -2.041 -3.312 0.476
Br -6.393 1.118 1.445 -0.151
H -7.671 -2.392 2.321 0.330
H 0.135 -3.186 -3.531 0.455
C 7.621 3.248 2.446 -0.557
H 1.474 0.180 4.772 0.323
H 2.607 -3.955 -0.728 0.289
Br 5.456 4.333 3.977 -0.149
H -4.767 0.678 -4.290 0.379
O -2.360 -3.892 -0.701 -0.361
Br -0.886 6.297 1.331 -0.154
H 1.857 0.108 -3.960 0.431
C -6.937 -1.628 2.060 -0.570
H 3.356 -2.672 -4.638 0.321
O 1.153 0.060 -1.687 -0.240
H -6.615 -0.041 -2.590 0.355
H 0.058 2.646 0.626 -0.024
H -6.299 -1.434 2.922 0.376
H 4.493 -3.517 -3.426 0.343
H 2.655 -2.368 0.260 0.104
C 2.264 -0.135 4.088 -0.233
H -1.057 4.030 2.294 0.377
H -1.547 -0.374 -2.538 -0.318
C 0.745 -0.485 -0.437 0.154
N -2.781 -3.210 -1.599 0.051
C -5.562 0.104 -2.339 -0.274
C 6.188 3.692 2.289 -0.515
H 3.610 -1.150 5.475 0.388
C 0.018 -1.987 -2.020 0.445
H 7.947 2.687 1.569 0.350
H 2.247 -2.129 4.890 0.353
Br 4.095 -2.174 3.253 -0.151
H 7.791 2.648 3.339 0.359
O 0.207 -3.310 -2.553 -0.550
H 1.842 -0.277 3.093 0.048
O -2.337 -1.942 -1.267 0.068
C 1.268 -1.140 -2.520 1.084
```

---

Molecular formula: C16H30Br12ClNO6P2
Method: DFT, wB97M-V/def2-TZVPD

The total energy comes out at -33164.60418 a.u. Its frontier orbital gap is 7.654 eV. The spin multiplicity is 1. The calculation puts the lowest unoccupied orbital energy at -0.316 eV.

The geometry in XYZ format:
```
68
Properties=species:S:1:pos:R:3:mulliken_charge:R:1
H 3.585 5.075 -0.801 -0.015
O -1.734 0.864 0.587 -0.370
P -0.938 0.389 -0.850 -0.002
H -2.069 -1.724 4.486 0.322
H -2.281 1.281 3.520 0.074
C -4.565 -2.114 1.900 -0.515
H -5.836 -0.559 2.871 0.296
Br 3.642 6.728 -2.659 -0.039
H 1.405 -1.585 -0.820 0.276
H 1.463 -2.549 2.074 0.273
Br -3.684 -4.655 -1.519 -0.043
H -1.780 -1.567 2.675 0.114
C -1.770 -0.970 3.659 0.214
C 0.469 2.737 -2.154 -0.237
Br 6.495 2.579 0.572 0.021
O -3.871 0.157 2.711 -0.408
C 6.092 0.700 0.823 -0.362
Br 5.629 -0.166 -0.852 -0.069
H -0.686 -2.109 -0.244 0.121
P 1.652 1.721 2.007 0.241
O 0.151 2.609 2.068 -0.483
H -1.061 3.756 -1.226 0.419
Br -4.622 -1.883 -2.857 -0.041
H 0.289 -2.297 -8.009 0.339
H -0.397 2.308 -2.863 0.450
C -4.214 -3.757 -3.158 -0.363
H -1.049 -1.800 -2.032 0.320
H 2.031 1.255 -2.623 0.418
C 1.659 1.634 -1.592 -0.703
O 0.685 -0.701 1.452 -0.298
H 6.999 0.221 1.190 0.394
Br -0.992 -4.192 -7.029 -0.079
H 1.304 -1.400 4.687 0.328
Br -2.900 -3.989 -4.567 0.103
H 2.495 2.249 -1.149 -0.230
Br -0.810 -1.115 -6.116 0.005
Cl 3.018 3.249 1.349 -0.152
Br 5.835 6.066 -0.404 -0.076
H -0.400 2.019 2.653 0.315
C -2.801 0.264 3.687 -0.696
Br 4.907 3.781 -2.465 -0.021
H -4.582 -1.320 4.084 0.351
H 0.062 -2.551 3.943 0.327
H -2.458 -1.702 -0.721 -0.107
C 0.552 -1.522 3.834 -0.558
Br 4.722 0.435 2.172 0.015
H -5.271 -2.007 1.003 0.298
N 1.407 -0.769 -1.446 -0.817
C 1.550 0.290 0.783 -0.609
C 0.042 3.933 -1.031 -0.425
C 0.107 -2.593 -6.976 -0.323
O 0.933 4.167 -2.336 -0.364
C 0.992 0.501 -0.689 1.690
H -3.294 0.319 4.729 0.433
H -3.492 -2.111 1.489 -0.056
O -0.427 -0.459 3.915 -0.394
H 2.616 -0.156 0.692 0.300
C 4.380 5.371 -1.486 0.082
H -5.133 -4.233 -3.496 0.375
C -1.341 -1.490 -0.974 -0.338
Br 1.838 -2.935 -6.169 -0.004
C 1.422 -1.454 2.450 0.208
C -4.760 -0.953 3.014 -0.386
H 2.389 -0.676 -1.763 0.238
H 0.718 3.478 -0.244 0.067
H -4.825 -3.113 2.414 0.261
H -1.970 0.105 1.172 0.136
H 2.475 -1.061 2.654 -0.243
```

---

Question: Look up the frontier orbital gap of the second one.
Answer: 8.389 eV